ORCA calculation (ωB97M-V/def2-TZVPD) on a molecular structure, C16H16CdN4O3.

Net charge   +2
LUMO   -10.738 eV
Energy   -33500.094 eV
HOMO   -14.700 eV

```
40
C16H16CdN4O3 ωB97M-V/def2-TZVPD
Cd 1.0851 0.9075 2.4670
O 1.3954 -1.3781 -1.0401
C 1.3681 -2.4468 -1.6432
O -1.5415 -2.1152 -0.5270
C -1.0657 -3.1098 -1.0240
O -1.8504 -4.1911 -1.2162
N 0.2996 -3.4119 -1.5251
C -1.2336 -5.1074 -2.1033
C 0.0891 -4.4819 -2.5038
H -1.9500 -5.1908 -2.9497
H -1.1204 -6.0327 -1.5048
H -0.0594 -4.0544 -3.5231
H 0.8570 -5.2606 -2.5783
C 2.4606 -2.7861 -2.5744
C 3.5462 -1.9768 -2.8284
H 2.2981 -3.6926 -3.2035
H 3.8815 -1.0033 -2.3342
H 4.2350 -2.3363 -3.6078
N -0.6335 3.3127 1.9998
C -1.6028 2.3210 2.3061
C -2.5677 2.6977 3.2608
C -3.4291 1.7309 3.7687
C -3.3190 0.4101 3.2818
C -2.3234 0.0932 2.3623
N -1.3824 1.0242 1.9521
C 0.3531 3.4443 1.0132
C 0.9464 4.6999 0.7755
C 2.0013 4.7473 -0.1445
C 2.3369 3.5664 -0.8519
C 1.6823 2.3826 -0.5608
N 0.8247 2.2662 0.5070
H -0.8851 4.2153 2.4337
H -2.5230 3.7295 3.6255
H -4.1511 2.0124 4.5304
H -3.9944 -0.3699 3.6759
H -2.1919 -0.9252 1.9830
H 0.6136 5.5827 1.3479
H 2.5535 5.6773 -0.3181
H 3.1494 3.5786 -1.6063
H 1.8476 1.4710 -1.1220
```

---

ORCA calculation (ωB97M-V/def2-TZVPD) on 10 unconnected molecules or ions with the total composition C82H178N10O11.

Net charge   +1
LUMO (alpha / beta)   -1.799 / -6.029 eV
Energy   -125322.401 eV
Multiplicity   2
Expectation value of S²   0.75
HOMO (alpha / beta)   -9.164 / -9.164 eV

```
281
C82H178N10O11 ωB97M-V/def2-TZVPD
C -1.6949 -0.9123 0.1721
C -0.1749 -1.1345 -0.1530
C 0.5931 -0.8598 1.0876
O 1.9851 -0.7946 0.8069
C 2.4525 0.3113 0.1490
N -0.0577 -2.5188 -0.4676
H -2.3537 -1.0093 -0.6908
H -1.9953 -0.0248 0.7291
H -1.9110 -1.7103 0.8825
H 0.0759 -0.3538 -0.8712
H 0.3984 -1.6306 1.8332
H 0.2929 0.0812 1.5486
H 3.5352 0.2039 0.0825
H 2.0314 1.2245 0.5695
H 2.0356 0.3301 -0.8579
H 0.9291 -2.7194 -0.3896
H -0.4250 -3.0409 0.3152
C -5.1580 0.0049 1.7380
O -4.8829 1.1264 2.5781
C -4.9119 2.3558 1.8420
C -4.7660 3.6643 2.7579
N -3.4851 3.8369 3.5609
C -3.3164 2.7102 4.5178
C -2.2149 3.0503 5.5482
O -2.8097 3.9700 6.4967
C -1.9024 4.3819 7.5197
H -6.2430 -0.0674 1.6637
H -4.5652 -0.7973 2.1774
H -4.6584 0.1706 0.7834
H -5.8603 2.3208 1.3060
H -4.0693 2.3203 1.1513
H -5.6268 3.7214 3.4241
H -4.9127 4.5746 2.1766
H -3.5489 4.6392 4.1712
H -2.9826 1.8348 3.9607
H -4.2272 2.4707 5.0666
H -1.2284 3.3954 5.2385
H -1.9237 2.1461 6.0827
H -1.5190 3.5747 8.1438
H -2.4416 5.0853 8.1543
H -1.0559 4.8832 7.0505
C 5.1286 -2.3260 3.7799
C 5.9175 -0.9949 3.7748
C 5.3412 -0.1173 2.6469
C 4.0565 0.6281 2.9384
C 4.2145 1.4440 4.2335
C 4.6195 0.5905 5.4186
N 5.7875 -0.2920 5.1158
O 6.2092 -1.0379 6.2208
C 4.9981 1.5204 6.5453
C 3.4184 -0.2241 5.8844
C 7.3500 -1.3762 3.4282
H 5.3100 -2.9599 2.9119
H 4.0639 -2.1648 3.9489
H 5.3304 -2.9499 4.6506
H 6.1739 0.5662 2.4812
H 5.1382 -0.8492 1.8651
H 3.1625 0.0140 3.0466
H 3.8321 1.2235 2.0534
H 3.2664 1.9523 4.4090
H 5.0177 2.1526 4.0311
H 4.2950 2.3521 6.5913
H 5.1723 1.0616 7.5186
H 5.9844 1.9404 6.3480
H 3.5554 -0.6577 6.8750
H 2.5323 0.3966 6.0173
H 2.9678 -0.9013 5.1588
H 7.9517 -0.4770 3.2955
H 7.5127 -1.9579 2.5209
H 7.8606 -2.0029 4.1595
H 6.9152 -0.4756 6.5480
C -1.9534 -0.7410 4.0276
C -1.6133 -1.9200 4.9680
C -0.2476 -1.4388 5.6090
C 0.1936 -2.2625 6.8263
C -0.9592 -2.2642 7.8773
C -2.3346 -2.7820 7.3343
N -2.6032 -2.0345 6.0312
O -3.8240 -2.3714 5.5137
C -2.2979 -4.3357 7.2257
C -3.4249 -2.4322 8.3672
C -1.3666 -3.2007 4.1343
H -1.1794 -0.3876 3.3463
H -2.3532 0.0779 4.6257
H -2.7408 -0.9999 3.3198
H 0.5805 -1.4347 4.9003
H -0.2721 -0.4025 5.9461
H 1.0677 -1.8937 7.3629
H 0.3771 -3.2971 6.5364
H -1.1459 -1.2290 8.1629
H -0.6828 -2.7722 8.8012
H -1.5084 -4.6937 6.5650
H -2.2088 -4.8563 8.1792
H -3.2908 -4.6033 6.8642
H -4.4109 -2.6819 7.9752
H -3.2324 -2.8298 9.3637
H -3.5775 -1.3861 8.6326
H -1.3204 -4.1642 4.6417
H -0.4950 -3.0771 3.4915
H -2.2210 -3.4551 3.5071
H -4.2695 -1.5211 5.5080
C -6.4428 3.3246 -2.3077
C -7.2486 2.1715 -3.0129
C -7.1271 2.2938 -4.5424
C -5.7066 1.9699 -5.1123
C -5.2745 0.5716 -4.6740
C -5.4008 0.2644 -3.1516
N -6.7271 0.7712 -2.6833
O -6.8615 0.5542 -1.3445
C -5.4442 -1.3149 -3.0286
C -4.2015 0.9473 -2.4171
C -8.6804 2.3679 -2.6685
H -6.3911 3.2190 -1.2240
H -6.8417 4.2953 -2.6022
H -5.4301 3.2377 -2.7016
H -7.9358 1.8555 -5.1272
H -7.1519 3.3485 -4.8163
H -4.9717 2.6251 -4.6446
H -5.7248 2.0110 -6.2014
H -4.2044 0.5752 -4.8815
H -5.7118 -0.1846 -5.3259
H -4.5292 -1.7559 -3.4241
H -5.7205 -1.5222 -1.9948
H -6.2559 -1.7335 -3.6238
H -3.8937 1.9356 -2.7586
H -4.2835 0.9916 -1.3311
H -3.3197 0.3255 -2.5713
H -9.0069 3.3017 -3.1263
H -8.8699 2.3777 -1.5952
H -9.2334 1.5792 -3.1787
H -7.6562 0.0176 -1.3901
C 5.9867 5.0001 -0.4245
C 6.0855 4.0531 -1.6944
C 5.1613 2.7690 -1.5312
C 3.6739 3.0606 -1.9076
C 3.4799 3.7669 -3.3214
C 4.3857 5.1328 -3.4127
N 5.7586 4.7920 -2.9746
O 6.7616 5.7998 -3.1983
C 4.3296 5.4642 -4.8915
C 3.6813 6.2823 -2.6543
C 7.4655 3.4399 -1.7506
H 6.4610 4.5394 0.4421
H 4.9671 5.3080 -0.1929
H 6.5799 5.9057 -0.5510
H 5.4745 1.8709 -2.0635
H 5.1434 2.4755 -0.4816
H 3.3869 3.7515 -1.1149
H 3.0527 2.1653 -1.8833
H 2.4513 4.0671 -3.5214
H 3.7666 3.0691 -4.1082
H 3.4110 5.8048 -5.3693
H 5.0496 6.2825 -4.8785
H 4.6715 4.6876 -5.5756
H 2.7197 6.5528 -3.0905
H 3.3635 5.9955 -1.6518
H 4.3933 7.1075 -2.6425
H 7.6080 2.7123 -0.9517
H 8.2259 4.2168 -1.6711
H 7.6663 2.9034 -2.6779
H 7.2434 5.4734 -3.9618
C -0.8773 -4.4666 -4.0690
C -2.3021 -4.9442 -3.6531
C -2.2915 -6.4847 -3.7660
C -3.2318 -7.3023 -2.9157
C -3.1333 -6.7620 -1.4373
C -3.4305 -5.3170 -1.3050
N -2.5999 -4.5256 -2.2633
O -2.5940 -3.1148 -2.1024
C -4.9566 -5.1189 -1.5754
C -3.0540 -4.8741 0.0992
C -3.3761 -4.3821 -4.6570
H -0.3623 -5.2841 -4.5735
H -0.2230 -4.2269 -3.2309
H -0.8973 -3.6192 -4.7543
H -2.5829 -6.6946 -4.7952
H -1.2955 -6.8686 -3.5452
H -2.9813 -8.3629 -2.8940
H -4.2745 -7.1480 -3.1931
H -2.1488 -6.9189 -0.9966
H -3.8941 -7.3085 -0.8799
H -5.1359 -4.0723 -1.3291
H -5.3336 -5.2584 -2.5885
H -5.5979 -5.7545 -0.9649
H -1.9973 -5.0111 0.3289
H -3.2041 -3.8187 0.3265
H -3.5497 -5.4727 0.8634
H -4.2830 -4.9844 -4.6042
H -3.0180 -4.5682 -5.6696
H -3.6079 -3.3178 -4.6163
H -1.8057 -3.0607 -1.5571
C 1.5364 4.9162 1.4095
C 0.1112 5.4562 1.7383
C -0.0360 6.9075 1.1321
C -0.0786 6.9580 -0.4424
C -1.2153 6.0004 -0.9230
C -1.2322 4.5413 -0.3353
N -0.9737 4.5893 1.0961
O -1.2861 3.3901 1.7600
C -2.7434 4.1552 -0.5805
C -0.2715 3.5861 -1.1431
C -0.0265 5.5582 3.3047
H 1.5691 3.8397 1.5778
H 2.1794 5.4436 2.1142
H 1.8817 5.1161 0.3952
H -0.9184 7.3556 1.5889
H 0.7961 7.5187 1.4816
H 0.8849 6.6491 -0.8476
H -0.0086 7.9876 -0.7932
H -0.9587 5.9794 -1.9822
H -2.1702 6.5221 -0.8590
H -2.8074 3.0822 -0.3997
H -3.4252 4.6156 0.1345
H -3.1044 4.2632 -1.6033
H -0.6448 3.2079 -2.0948
H 0.6757 4.1152 -1.2482
H -0.0272 2.7751 -0.4571
H 0.2084 4.6457 3.8527
H -1.0841 5.7767 3.4526
H 0.4890 6.4313 3.7046
H -2.0811 3.6700 2.2196
C 2.5705 1.6879 -6.9969
C 1.6711 0.4210 -7.0739
C 2.4736 -0.8224 -6.7850
C 2.7488 -1.1349 -5.3929
C 1.4900 -1.2020 -4.6071
C 0.4573 -0.0702 -4.7787
N 0.4476 0.3928 -6.2182
O -0.3275 1.4570 -6.3442
C -1.0039 -0.5269 -4.3790
C 0.8088 1.0410 -3.7863
C 1.0884 0.2740 -8.4753
H 3.3495 1.7335 -7.7580
H 3.0815 1.7793 -6.0384
H 1.9715 2.5853 -7.1519
H 1.9355 -1.6971 -7.1502
H 3.4808 -0.7742 -7.1988
H 3.2745 -0.3358 -4.8703
H 3.3867 -2.0066 -5.2466
H 1.7420 -1.3532 -3.5574
H 0.9353 -2.1125 -4.8335
H -1.4377 -1.0643 -5.2223
H -1.0444 -1.0949 -3.4496
H -1.7286 0.2523 -4.1429
H 1.8574 1.3144 -3.9035
H 0.1822 1.9197 -3.9397
H 0.7312 0.7282 -2.7450
H 1.9047 0.0036 -9.1450
H 0.7698 1.2110 -8.9321
H 0.3399 -0.5061 -8.6147
H -1.1535 1.1121 -6.6910
C 0.9785 -5.3000 1.5030
C 2.1417 -5.5392 0.4414
C 1.4836 -6.2022 -0.7835
C 2.2852 -6.1627 -2.0785
C 2.6741 -4.6419 -2.3765
C 3.4487 -3.9675 -1.2735
N 2.6587 -4.2020 -0.0113
O 3.0633 -3.3751 1.1152
C 4.8870 -4.5679 -1.1769
C 3.5174 -2.4320 -1.5674
C 3.2030 -6.4968 0.9783
H 1.2165 -4.7174 2.3929
H 0.6653 -6.2491 1.9380
H 0.1367 -4.8723 0.9585
H 1.3236 -7.2504 -0.5313
H 0.4457 -5.9126 -0.9478
H 1.6406 -6.5230 -2.8802
H 3.1515 -6.8177 -1.9861
H 1.8327 -4.0160 -2.6738
H 3.2511 -4.6681 -3.3008
H 5.4780 -4.2539 -0.3165
H 4.8755 -5.6565 -1.1233
H 5.4690 -4.4669 -2.0930
H 4.0811 -2.2422 -2.4808
H 2.5074 -2.0290 -1.6423
H 4.1430 -2.0270 -0.7720
H 3.8306 -6.9543 0.2135
H 2.7597 -7.3948 1.4086
H 3.8551 -6.0305 1.7167
H 2.4615 -2.6274 1.0939
```

---

ORCA calculation (ωB97M-V/def2-TZVPD) on a molecular structure, C32H46As3N4O6PbSe.

Net charge   +1
LUMO   -5.005 eV
Energy   -305279.570 eV
Energy relative to the best compared isomer or geometry (same formula, charge and spin)   73.3 kcal/mol
HOMO   -8.702 eV

```
93
C32H46As3N4O6PbSe ωB97M-V/def2-TZVPD
Pb 0.3091 0.9680 0.9898
O 0.0527 -1.5319 5.2295
C 0.2747 -0.9471 4.0550
O -0.6075 -0.4542 3.3852
C 1.7144 -0.9681 3.6566
C 2.6873 -1.5289 4.4552
C 4.0055 -1.5128 3.9938
C 4.2793 -0.9530 2.7664
C 3.2265 -0.4146 2.0206
N 1.9858 -0.4259 2.4586
C 3.4762 0.1457 0.6233
O 4.5507 -0.1444 0.1305
O 2.5274 0.8341 0.0935
H -0.8958 -1.5028 5.4248
H 2.4278 -1.9662 5.4082
H 4.7966 -1.9467 4.5912
H 5.2750 -0.9191 2.3471
C -3.3901 3.1247 0.3236
As -2.6277 1.5723 1.2013
C -3.1173 2.0368 3.0296
C -4.0119 0.2213 0.8935
C -3.7778 -0.8130 -0.2218
C -3.2569 -0.1646 -1.5079
C -2.7802 -1.8946 0.2430
As -0.8426 -1.5272 0.2958
C -0.2541 -2.1324 -1.4417
C -0.3227 -3.0751 1.3419
C -5.1149 -1.5413 -0.4783
As -6.7258 -0.7567 -1.3436
C -6.1471 -0.7744 -3.2164
C -6.6291 1.1907 -1.0970
H -4.4206 3.2746 0.6414
H -3.3410 3.0109 -0.7583
H -2.7895 3.9934 0.5890
H -4.1946 2.1685 3.1220
H -2.6206 2.9651 3.3125
H -2.7859 1.2475 3.7037
H -4.9361 0.7615 0.6958
H -4.1398 -0.2975 1.8476
H -2.2569 0.2517 -1.3708
H -3.9102 0.6442 -1.8316
H -3.2060 -0.9022 -2.3116
H -2.8391 -2.7570 -0.4241
H -3.0446 -2.2340 1.2474
H -0.8052 -3.0301 -1.7212
H 0.8130 -2.3412 -1.3860
H -0.3923 -1.3380 -2.1713
H -0.6463 -3.9769 0.8245
H -0.7833 -3.0414 2.3282
H 0.7605 -3.0956 1.4589
H -5.4874 -1.9228 0.4771
H -4.9308 -2.4236 -1.0999
H -5.8110 -1.7739 -3.4920
H -5.3560 -0.0567 -3.4271
H -7.0101 -0.5295 -3.8345
H -6.9183 1.4715 -0.0845
H -7.3683 1.6111 -1.7794
H -5.6593 1.6260 -1.3337
C 4.5887 -2.6049 -2.2854
N 3.9242 -2.4384 -3.5645
C 4.0052 -3.3182 -4.6331
C 3.2210 -2.8289 -5.6078
N 2.6652 -1.6521 -5.1307
C 1.7233 -0.8207 -5.8539
C 3.0879 -1.4141 -3.8609
Se 2.5573 -0.0647 -2.7207
H 5.5161 -3.1539 -2.4371
H 3.9514 -3.1579 -1.5928
H 4.7971 -1.6285 -1.8562
H 4.6171 -4.2023 -4.6054
H 3.0170 -3.2066 -6.5940
H 1.9955 -0.8007 -6.9071
H 1.7620 0.1823 -5.4392
H 0.7088 -1.2060 -5.7468
O -0.1790 3.0558 -0.4728
C -0.2153 2.2950 -1.4625
O -0.1152 1.0421 -1.3693
H -0.3609 2.7192 -2.4640
C 0.8563 2.9202 2.5375
C 2.2564 3.0306 2.2976
C 2.7253 3.6136 1.1054
C 4.0760 3.7508 0.8801
C 4.9796 3.3211 1.8511
C 4.5349 2.7005 3.0214
C 3.1850 2.5419 3.2325
C 6.3942 3.5311 1.6577
N 7.5179 3.7183 1.5129
H 0.1650 3.5044 1.9389
H 0.5021 2.5466 3.4924
H 2.0042 3.9222 0.3570
H 4.4441 4.1813 -0.0402
H 5.2558 2.3559 3.7499
H 2.8279 2.0604 4.1363
```

---

What did the first record say?
ORCA calculation (ωB97M-V/def2-TZVPD) on a molecular structure, C16H16CdN4O3.

Net charge   +2
LUMO   -10.738 eV
Energy   -33500.094 eV
HOMO   -14.700 eV

```
40
C16H16CdN4O3 ωB97M-V/def2-TZVPD
Cd 1.0851 0.9075 2.4670
O 1.3954 -1.3781 -1.0401
C 1.3681 -2.4468 -1.6432
O -1.5415 -2.1152 -0.5270
C -1.0657 -3.1098 -1.0240
O -1.8504 -4.1911 -1.2162
N 0.2996 -3.4119 -1.5251
C -1.2336 -5.1074 -2.1033
C 0.0891 -4.4819 -2.5038
H -1.9500 -5.1908 -2.9497
H -1.1204 -6.0327 -1.5048
H -0.0594 -4.0544 -3.5231
H 0.8570 -5.2606 -2.5783
C 2.4606 -2.7861 -2.5744
C 3.5462 -1.9768 -2.8284
H 2.2981 -3.6926 -3.2035
H 3.8815 -1.0033 -2.3342
H 4.2350 -2.3363 -3.6078
N -0.6335 3.3127 1.9998
C -1.6028 2.3210 2.3061
C -2.5677 2.6977 3.2608
C -3.4291 1.7309 3.7687
C -3.3190 0.4101 3.2818
C -2.3234 0.0932 2.3623
N -1.3824 1.0242 1.9521
C 0.3531 3.4443 1.0132
C 0.9464 4.6999 0.7755
C 2.0013 4.7473 -0.1445
C 2.3369 3.5664 -0.8519
C 1.6823 2.3826 -0.5608
N 0.8247 2.2662 0.5070
H -0.8851 4.2153 2.4337
H -2.5230 3.7295 3.6255
H -4.1511 2.0124 4.5304
H -3.9944 -0.3699 3.6759
H -2.1919 -0.9252 1.9830
H 0.6136 5.5827 1.3479
H 2.5535 5.6773 -0.3181
H 3.1494 3.5786 -1.6063
H 1.8476 1.4710 -1.1220
```

---

> Among the records above, which one has the highest energy?

C16H16CdN4O3

---

> Which value of energy does entry 3 give?

-305279.570 eV

---

> energy of number 3 (C32H46As3N4O6PbSe)?

-305279.570 eV